DFT (the ωB97M-V functional and the def2-TZVPD basis) results for a molecular structure, C3H7N in a non-equilibrium geometry.

Element x y z (Å)
C  -0.839  0.972  0.529
C  0.229  -0.095  0.792
C  0.543  -0.992  -0.206
N  0.944  -0.687  -1.509
H  -1.874  0.627  0.401
H  -0.182  1.292  -0.295
H  -0.971  1.829  1.200
H  0.721  -2.041  0.028
H  -0.226  -0.597  -1.165
H  1.402  0.219  -1.571
H  0.254  -0.525  1.796

Output
Relative energy (zero: lowest compared OMol25 entry of this formula, charge and spin): 427.9 kJ/mol
2S+1: 1